Below is a cluster of 2 separate species, C8H12N4O in total, with properties calculated with ωB97M-V/def2-TZVPD.

```
! RIJCOSX wB97M-V def2-TZVPD def2/J DEFGRID3
* xyz 2 1
C -2.22861 -3.72771 0.55602
C 2.23635 2.44482 -0.46729
C 2.75567 3.34475 0.44968
C -2.74850 -3.12435 -0.59575
C -0.85552 -1.98385 0.05119
C 1.36915 2.02988 1.44109
C 3.62839 4.55533 0.34458
C -3.83870 -3.43670 -1.57621
N -1.15182 -3.03613 0.90974
N 2.11074 3.09699 1.63512
N 1.48945 1.55435 0.20564
N -1.90162 -2.05089 -0.88339
O 0.10493 -1.29303 0.20810
H -2.50986 -4.56983 1.08157
H 2.44109 2.64274 -1.53935
H 4.59340 4.22383 0.69901
H 3.67799 4.83457 -0.68811
H 3.19204 5.23346 0.96212
H -4.08640 -4.47554 -1.91341
H -4.78964 -3.34639 -1.03489
H -3.77887 -2.80762 -2.48603
H -0.56595 -3.37314 1.70625
H 2.09844 3.69091 2.49425
H 0.91727 0.88238 -0.07135
H -2.15942 -1.30884 -1.48858
*
```

F_max   0.102 hartree/bohr
Energy relative to the best compared isomer or geometry (same formula, charge and spin)   156.8 kJ/mol
E   -605.605344 hartree

Below is a structure of composition C27H43BrN2P2Pd, with properties calculated with ωB97M-V/def2-TZVPD.

```
! RIJCOSX wB97M-V def2-TZVPD def2/J DEFGRID3
* xyz 0 1
N 5.15358 3.85378 3.89550
C 4.03511 3.60706 4.58921
C 3.37983 2.36783 4.54487
C 3.92179 1.33285 3.73044
C 5.11163 1.61627 3.03047
C 5.69062 2.88718 3.14682
C 3.24180 0.07117 3.56834
Pd -0.35570 -1.89691 -1.07331
P -3.19526 -1.13198 -1.56858
C 3.69873 -0.93649 2.75870
C 2.77818 -1.88430 2.19799
C 3.09173 -2.59061 1.00917
C 2.04955 -2.84399 0.11088
C 0.79992 -2.34776 0.49645
C 0.40286 -2.13401 1.81885
C 1.45141 -1.92854 2.71044
Br -1.41612 -3.91142 -2.11063
H 2.29409 -0.02636 4.10826
H 4.74785 -1.01595 2.45277
H 2.45494 2.22428 5.10852
H 5.58473 0.89158 2.36419
H 3.62415 4.42634 5.19021
H 6.60390 3.12250 2.59244
H 4.12232 -2.84840 0.78872
H 1.25901 -1.71351 3.76353
H 2.10721 -3.32420 -0.86069
H -0.65269 -2.09655 2.06216
P 0.64795 0.26538 -1.36312
C -4.10136 -1.71706 -0.07828
C -5.04640 -2.89733 -0.22381
H -4.62750 -0.85389 0.33913
H -3.30287 -1.97189 0.63420
H -5.44066 -3.16079 0.76667
H -5.90693 -2.68905 -0.86727
H -4.53359 -3.78292 -0.61295
C -3.71726 -2.05074 -3.09596
C -5.12611 -2.01836 -3.65552
H -3.44574 -3.10934 -2.89463
H -3.00951 -1.71951 -3.87669
H -5.19833 -2.86293 -4.35350
H -5.90790 -2.14896 -2.89631
H -5.32963 -1.10802 -4.23518
C -3.81053 0.58075 -1.83757
C -5.32282 0.76093 -1.83229
H -3.38878 0.91777 -2.79707
H -3.35073 1.18656 -1.03863
H -5.53020 1.82551 -1.99813
H -5.81264 0.20205 -2.64052
H -5.77633 0.47347 -0.87822
C 0.11010 2.05900 -1.42052
C -0.98808 2.44546 -2.40831
H 1.00673 2.66231 -1.62433
H -0.19384 2.30179 -0.39728
H -0.76941 3.43182 -2.84606
H -1.08618 1.73530 -3.23341
H -1.95933 2.53667 -1.90939
C 1.26011 0.13587 -3.09894
C 2.01143 -1.15597 -3.37793
H 1.87421 1.02020 -3.31670
H 0.36550 0.20173 -3.72660
H 2.10054 -1.29470 -4.46302
H 3.02147 -1.15870 -2.95668
H 1.46508 -2.02627 -2.98253
C 2.26387 0.36692 -0.45680
C 2.73110 1.70198 0.10214
H 3.03526 -0.06851 -1.11128
H 2.14815 -0.34549 0.36913
H 3.72686 1.58298 0.53932
H 2.79226 2.47219 -0.66502
H 2.06857 2.03750 0.90518
C -0.33569 2.22256 3.22654
C -0.26834 1.29758 2.11445
N -0.27024 0.56038 1.21369
H -0.84526 3.14725 2.91031
H 0.68247 2.47464 3.56667
H -0.89464 1.76399 4.05726
*
```

F_max   0.050 hartree/bohr
Energy relative to the best compared isomer or geometry (same formula, charge and spin)   202.8 kJ/mol
E   -4548.641390 hartree

Below is a cluster of 3 separate species, C29H60ClN9O4P3 in total, with properties calculated with ωB97M-V/def2-TZVPD.

```
! RIJCOSX wB97M-V def2-TZVPD def2/J DEFGRID3
* xyz 1 1
C 1.14834 0.91484 1.76120
C 2.03585 2.06904 1.30305
C 2.07558 2.14839 -0.24078
Cl 3.76984 2.06094 -0.76745
C 1.34565 3.29986 -0.89227
C 1.58650 3.90485 -2.10705
P 2.76354 3.71417 -3.49078
C 4.37628 4.37212 -2.91483
O 2.90556 2.09623 -3.68749
N 0.60843 4.87891 -2.27494
N 0.42551 5.75203 -3.33738
C -0.20532 4.87678 -1.22946
C -1.38507 5.77880 -1.13816
C -2.57842 5.04509 -1.77667
O -2.42927 4.67353 -2.92531
C -3.82898 4.77386 -1.03277
C -3.93472 4.80675 0.35727
C -5.13659 4.50194 0.96245
C -6.24878 4.17790 0.20464
C -6.15664 4.14987 -1.18084
C -4.95348 4.45079 -1.78843
N 0.20953 3.93284 -0.37956
C -0.51718 3.64979 0.86394
C -0.20612 4.67486 1.96576
H 0.25364 0.86016 1.13579
H 1.63917 -0.04646 1.66556
H 0.78853 1.02202 2.78498
H 1.75055 3.00147 1.78637
H 3.04886 1.87871 1.64840
H 1.59028 1.24089 -0.61079
H 5.17520 3.73256 -3.28222
H 4.40177 4.47056 -1.83350
H 4.47337 5.36863 -3.34362
H 3.07787 1.92319 -4.61954
H -0.32847 5.41727 -3.92839
H 1.28973 5.84609 -3.85357
H -1.55994 6.14326 -0.13054
H -1.15860 6.60996 -1.80662
H -3.08375 5.06890 0.97106
H -5.21958 4.49817 2.04016
H -7.19791 3.94816 0.66762
H -6.99001 3.88325 -1.81449
H -4.86529 4.40907 -2.86463
H -0.37798 2.62741 1.17246
H -1.57035 3.74493 0.60928
H -1.02105 5.38333 2.09959
H 0.05460 4.20835 2.91203
H 0.66194 5.26355 1.66448
O -0.11627 -1.16405 -0.90234
P -0.89889 -1.72759 -2.05224
N -1.23132 -0.32313 -2.99938
C -2.25971 0.62835 -2.63973
C -0.02575 0.32852 -3.48393
N -2.20471 -2.38213 -1.12277
C -3.58280 -1.96958 -1.25668
C -1.90108 -2.75653 0.24880
N -1.26815 -2.81181 -3.28421
C -1.85374 -2.51164 -4.58163
C -1.21404 -4.23603 -2.96712
H -2.38564 1.34270 -3.45701
H -2.03328 1.18913 -1.71636
H -3.23007 0.15171 -2.53044
H 0.58538 -0.37431 -4.05874
H 0.59778 0.72679 -2.67100
H -0.28451 1.15094 -4.15368
H -3.77310 -0.99043 -0.79452
H -4.23382 -2.69461 -0.76250
H -3.90149 -1.94116 -2.30177
H -1.94197 -1.90632 0.94381
H -0.90879 -3.19383 0.31982
H -2.60281 -3.52110 0.58996
H -2.89461 -2.19431 -4.48277
H -1.82691 -3.40509 -5.20688
H -1.30481 -1.74529 -5.12285
H -2.21844 -4.63269 -2.79730
H -0.62549 -4.41657 -2.06908
H -0.74429 -4.79753 -3.77731
O 0.46582 -4.16407 2.50761
P 1.75387 -4.78783 2.95362
N 1.45550 -5.07101 4.62338
C 1.53978 -4.02528 5.62254
C 0.31946 -5.95552 4.84255
N 2.77588 -3.45671 2.53420
C 3.52207 -2.69067 3.50149
C 2.29532 -2.67071 1.40214
N 2.97447 -5.92411 2.85238
C 3.57322 -6.67659 3.94422
C 3.68884 -6.03478 1.58469
H 1.45745 -4.47633 6.61371
H 0.75734 -3.25958 5.52055
H 2.51234 -3.53991 5.61535
H 0.46856 -6.90428 4.31717
H -0.62499 -5.52071 4.49465
H 0.22480 -6.18782 5.90382
H 2.88311 -2.01059 4.08320
H 4.27161 -2.07869 2.99043
H 4.07599 -3.33536 4.18685
H 1.50265 -1.97471 1.69205
H 1.90444 -3.31072 0.61534
H 3.12258 -2.10733 0.95771
H 4.16364 -6.02990 4.59738
H 4.23331 -7.44233 3.53391
H 2.83544 -7.20029 4.54570
H 4.65319 -5.52105 1.63493
H 3.11468 -5.59240 0.77143
H 3.86040 -7.08077 1.32290
*
```

F_max   0.109 hartree/bohr
E   -3418.753476 hartree

Below is a cluster of 9 separate species, C28H66N8O10 in total, with properties calculated with ωB97M-V/def2-TZVPD.

```
! RIJCOSX wB97M-V def2-TZVPD def2/J DEFGRID3
* xyz 0 1
C -1.05414 3.51389 14.21602
O -0.37581 4.74010 14.35359
C 0.66909 4.53100 15.30823
C 1.68003 5.73204 15.34965
O 2.47332 5.81498 14.17891
C 3.41370 6.94041 14.11474
H -0.58818 2.71552 13.63845
H -1.99530 3.59713 13.67253
H -1.38041 3.18021 15.20106
H 1.11620 3.54348 15.19433
H 0.09595 4.35100 16.21774
H 2.24334 5.67142 16.28084
H 1.11428 6.66253 15.39676
H 2.89689 7.89801 14.05147
H 4.07524 6.89148 13.24983
H 4.04721 6.98277 15.00071
C 8.31303 8.62725 9.56932
C 9.62108 8.04121 9.08738
O 10.70994 8.53574 9.51767
N 9.63396 6.94201 8.35108
C 10.83072 6.33020 7.83374
H 7.64615 7.77021 9.47525
H 7.99293 9.51783 9.02847
H 8.56397 8.75652 10.62213
H 8.74871 6.62134 7.98555
H 10.81690 5.28977 8.15841
H 11.67396 6.69317 8.42137
H 10.99458 6.49834 6.76933
C 10.21307 3.16091 12.95060
C 10.38271 4.00450 14.18325
O 9.67463 4.93926 14.50733
N 11.31665 3.46190 15.00522
C 11.62414 3.90370 16.39095
H 11.20680 2.81049 12.67164
H 9.87299 3.74122 12.09288
H 9.46944 2.37166 13.06106
H 11.76760 2.59873 14.73747
H 12.14817 4.85120 16.51638
H 12.30774 3.16372 16.80715
H 10.75984 3.99312 17.04905
C 7.97032 10.37273 3.61132
C 7.26485 11.67022 4.05780
O 6.56278 11.70082 5.06510
N 7.50601 12.77177 3.39719
C 6.89483 14.08384 3.61590
H 8.17320 9.81521 4.52571
H 8.91329 10.39664 3.06510
H 7.27402 9.80543 2.99372
H 8.21149 12.63376 2.68773
H 6.55013 14.11125 4.64959
H 5.97541 14.27284 3.06179
H 7.70505 14.79629 3.46075
C 15.63085 2.30313 10.60561
C 15.46131 3.30646 11.71629
O 15.29192 2.87795 12.86218
N 15.34467 4.56988 11.36757
C 15.39138 5.67636 12.28702
H 14.88794 1.52419 10.77716
H 16.60663 1.85394 10.79047
H 15.72342 2.73593 9.60951
H 15.45390 4.75359 10.38044
H 14.86909 5.49516 13.22643
H 15.06768 6.64406 11.90378
H 16.44776 5.87058 12.47255
C 3.45150 5.84115 6.15109
C 4.21218 5.23637 7.30049
O 5.45531 5.06483 7.19707
N 3.56036 4.92130 8.40608
C 4.04652 3.97401 9.37639
H 3.30518 5.10800 5.35788
H 4.06274 6.63265 5.71748
H 2.52047 6.33802 6.42387
H 2.69936 5.39642 8.63640
H 3.50494 3.97126 10.32231
H 5.06009 4.13719 9.74265
H 3.98616 2.92650 9.08113
C 2.19126 15.75437 10.68659
C 1.83108 15.42229 9.26185
O 1.15679 16.24255 8.64881
N 2.14632 14.24868 8.67839
C 2.59889 13.04334 9.43769
H 1.79602 15.02995 11.39870
H 1.99624 16.80129 10.91905
H 3.27515 15.64795 10.73105
H 1.88954 14.02484 7.72757
H 3.56543 13.32274 9.85702
H 2.61477 12.19863 8.74898
H 1.87106 12.94749 10.24340
C 13.86880 13.88764 2.04021
C 13.08678 12.81337 2.78005
O 12.05529 12.41323 2.24516
N 13.59493 12.39777 3.93086
C 12.82247 11.59281 4.84788
H 14.75697 14.09739 2.63625
H 13.20786 14.71279 1.77492
H 14.23441 13.44406 1.11411
H 14.48279 12.68964 4.31377
H 13.46786 11.36366 5.69585
H 12.60112 10.55045 4.61860
H 11.93871 12.02941 5.31313
C 9.31708 5.32719 -0.84368
C 10.12817 5.14680 0.42531
O 9.57984 5.40279 1.47917
N 11.38816 4.80447 0.23317
C 12.37559 4.60714 1.29101
H 9.79818 5.28886 -1.82101
H 8.89132 6.32967 -0.80066
H 8.42594 4.70860 -0.73732
H 11.72716 4.60097 -0.69621
H 12.12074 3.70743 1.85108
H 12.28939 5.55350 1.82494
H 13.39946 4.48930 0.93618
*
```

F_max   0.091 hartree/bohr
Energy relative to the best compared isomer or geometry (same formula, charge and spin)   0.0 kJ/mol
SMILES string   CNC(C)=O.CNC(C)=O.CNC(C)=O.CNC(C)=O.CNC(C)=O.CNC(C)=O.CNC(C)=O.CNC(C)=O.COCCOC
E   -2296.866232 hartree

Below is a structure of composition C17H9F6N2O5S3, with properties calculated with ωB97M-V/def2-TZVPD.

```
! RIJCOSX wB97M-V def2-TZVPD def2/J DEFGRID3
* xyz -1 1
F -2.28487 4.04396 -2.93846
C -1.17789 3.61132 -2.30978
F -0.18965 4.50740 -2.50533
F -1.43796 3.50358 -0.98015
S -0.68509 1.90877 -2.96586
C 0.48856 1.21090 -1.72986
C 1.66022 0.75387 -2.52389
C 2.96579 1.01396 -2.07604
C 4.04933 0.33605 -2.63389
C 3.83437 -0.60246 -3.65387
C 4.93336 -1.36218 -4.17346
N 5.81745 -2.02159 -4.56707
C 2.54057 -0.79800 -4.16533
C 1.46326 -0.11058 -3.61568
O -1.90053 1.10656 -2.92398
O -0.09329 2.23078 -4.23762
H 0.68087 2.07430 -1.10588
H 3.11118 1.73753 -1.27731
H 5.05591 0.49948 -2.24814
H 2.36766 -1.51784 -4.96591
H 0.47006 -0.29390 -4.02172
F -3.24156 -1.97061 7.64436
C -2.37456 -1.47124 6.71978
F -2.83075 -0.27192 6.29786
F -1.16837 -1.27711 7.32119
S -2.24463 -2.69851 5.37388
N -1.75242 -1.61299 4.15583
C -2.74414 -1.08912 3.29673
O -3.93690 -1.03383 3.54050
C -1.97686 -0.65104 2.13415
C -0.69693 -1.16665 2.08905
C 0.13620 -0.99311 0.97965
C -0.42086 -0.25154 -0.04710
C -1.71849 0.22697 -0.03586
C -2.51970 0.06708 1.07597
S -0.26845 -2.20776 3.43526
O 0.81784 -1.72128 4.22914
O -0.40075 -3.60040 3.11280
H 1.14303 -1.41760 1.00630
H 0.16899 0.11095 -0.97431
H -2.11075 0.74749 -0.89452
H -3.52926 0.45028 1.15857
*
```

F_max   0.133 hartree/bohr
Energy relative to the best compared isomer or geometry (same formula, charge and spin)   22.2 kJ/mol
E   -2932.652675 hartree

Below is a cluster of 2 separate species, F3OS in total, with properties calculated with ωB97M-V/def2-TZVPD.

```
! RIJCOSX wB97M-V def2-TZVPD def2/J DEFGRID3
* xyz 1 1
O -0.84045 0.32412 -1.45426
F 0.16973 -1.53454 -0.13353
F -1.03897 0.06965 1.09516
F 1.80310 1.11113 0.79820
S -0.09340 0.02964 -0.30558
*
```

F_max   0.125 hartree/bohr
Energy relative to the best compared isomer or geometry (same formula, charge and spin)   25.4 kJ/mol
E   -772.439295 hartree